DFT (ωB97M-V with the def2-TZVPD basis set) results for C50H50CsF6NO4P2S3SbSi as an isolated structure in a non-equilibrium geometry.

The value obtained for the LUMO energy is 1.784 eV. The value obtained for the energy above the lowest of the compared OMol25 structures with the same formula, charge and spin is 108.8 kcal/mol. For the total energy, the calculation gives -5317.3042 hartree. The net charge is -1. The multiplicity is 1. The HOMO-LUMO gap is 0.1751 hartree. The HOMO energy comes out at -3.0 eV.

Atoms and positions in Å:
Cs: -1.09894 -0.04566 0.91013
F: -5.45214 2.21671 3.36615
C: -4.15412 2.51612 3.35819
F: -3.60731 2.09605 4.49354
F: -4.01981 3.84674 3.29249
S: -3.29493 1.76128 1.90347
O: -1.89815 2.04528 2.12647
O: -3.62636 0.37234 1.84321
N: -3.95475 2.61246 0.75278
S: -3.08559 2.60834 -0.55665
O: -3.85263 2.73966 -1.74784
O: -2.03537 1.61339 -0.50807
C: -2.19040 4.24831 -0.37291
F: -2.36701 4.73021 0.86024
F: -0.88281 4.12268 -0.58642
F: -2.68194 5.15415 -1.22695
C: -0.40990 -0.69950 -3.17893
C: -0.06099 -1.13047 -1.74770
P: 0.58265 -2.89646 -1.63429
C: 1.51397 -2.79047 -3.26673
C: 1.18361 -3.31027 -4.51849
C: 2.05885 -3.20257 -5.59201
C: 3.29112 -2.58681 -5.44000
C: 3.64276 -2.07110 -4.19894
C: 2.76637 -2.17811 -3.13248
C: -0.90747 -3.78440 -2.23773
C: -0.70759 -5.10470 -2.65407
C: -1.75739 -5.88450 -3.10555
C: -3.04675 -5.36412 -3.12410
C: -3.26882 -4.07523 -2.66981
C: -2.21126 -3.28987 -2.22673
P: -1.70059 0.63285 -3.32045
C: -0.69631 2.16708 -3.32593
C: -1.32227 3.33032 -3.78215
C: -0.62409 4.52311 -3.86872
C: 0.70897 4.57764 -3.48279
C: 1.33069 3.43642 -3.00311
C: 0.63464 2.23625 -2.92921
C: -1.89079 0.43739 -5.15516
C: -2.83470 -0.49859 -5.57912
C: -3.02310 -0.76621 -6.92607
C: -2.27354 -0.09105 -7.87793
C: -1.33864 0.84923 -7.47168
C: -1.14552 1.10961 -6.12217
H: -0.86096 -1.54680 -3.69962
H: 0.47735 -0.41361 -3.74686
H: -0.94214 -1.07830 -1.09998
H: 0.69583 -0.48485 -1.28803
H: 0.22142 -3.78193 -4.67299
H: 1.76565 -3.58945 -6.56170
H: 3.97468 -2.50985 -6.27668
H: 4.60612 -1.59266 -4.06393
H: 3.05029 -1.78168 -2.16074
H: 0.29768 -5.51012 -2.61726
H: -1.58054 -6.90017 -3.43792
H: -3.87459 -5.95958 -3.48887
H: -4.27351 -3.66861 -2.65924
H: -2.41381 -2.28562 -1.87348
H: -2.36331 3.28496 -4.07787
H: -1.12285 5.41574 -4.22539
H: 1.25629 5.50982 -3.55116
H: 2.36792 3.47535 -2.69178
H: 1.14657 1.34904 -2.57644
H: -3.42549 -1.02065 -4.83335
H: -3.75844 -1.49939 -7.23432
H: -2.41792 -0.29480 -8.93179
H: -0.75062 1.38169 -8.20965
H: -0.40653 1.84197 -5.82705
C: -0.78905 -3.99193 3.15074
Si: 0.69996 -4.00575 1.97424
C: 2.19147 -4.50827 3.07544
C: 0.52404 -5.49540 0.79876
C: 0.79313 -2.43880 1.01924
H: -0.94883 -4.96831 3.61704
H: -1.70408 -3.71968 2.61740
H: -0.64256 -3.25752 3.94581
H: 1.99089 -5.43959 3.61317
H: 2.42573 -3.74225 3.82104
H: 3.08763 -4.66086 2.46611
H: 0.58273 -6.45787 1.31570
H: 1.32310 -5.46359 0.05337
H: -0.42718 -5.45114 0.26340
H: 1.82782 -2.14441 0.79869
H: 0.32030 -1.61292 1.55394
S: -1.17766 -0.40025 4.37603
Sb: 0.37343 1.20357 4.12042
C: 2.24563 0.60550 3.28469
C: 2.50710 -0.75278 3.16675
C: 3.77158 -1.17786 2.78288
C: 4.77302 -0.25249 2.53471
C: 4.51711 1.10653 2.68058
C: 3.25610 1.53661 3.06147
C: 1.10295 1.51416 6.11436
C: 1.31132 0.37415 6.88524
C: 1.75983 0.48253 8.19162
C: 1.99813 1.73473 8.74303
C: 1.79466 2.87350 7.97857
C: 1.35252 2.76496 6.66620
C: 0.14084 3.24680 3.57249
C: -0.70246 4.01728 4.36348
C: -0.91058 5.35166 4.05396
C: -0.25445 5.92064 2.97231
C: 0.57986 5.14800 2.17933
C: 0.75807 3.80136 2.46151
H: 1.72813 -1.47885 3.36429
H: 3.96654 -2.23694 2.67384
H: 5.75869 -0.58711 2.23663
H: 5.30387 1.82977 2.50496
H: 3.07293 2.59580 3.20287
H: 1.09632 -0.59889 6.45650
H: 1.91541 -0.40960 8.78535
H: 2.33759 1.82328 9.76738
H: 1.97485 3.85337 8.40406
H: 1.19590 3.66131 6.07838
H: -1.19826 3.56778 5.21707
H: -1.59326 5.94410 4.64991
H: -0.42126 6.96133 2.72503
H: 1.07325 5.58539 1.32098
H: 1.37651 3.19486 1.80935

DFT (ωB97M-V with the def2-TZVPD basis set) results for C28H21CaCl5N4S2 as an isolated structure in a non-equilibrium geometry.

The value obtained for the LUMO energy is -5.840 eV. The value obtained for the energy above the lowest of the compared OMol25 structures with the same formula, charge and spin is 0.0 kcal/mol. For the total energy, the calculation gives -5073.1533 hartree. The net charge is +2. The multiplicity is 1. The HOMO-LUMO gap is 0.2486 hartree. The HOMO energy comes out at -12.6 eV.

Atoms and positions in Å:
Ca: -0.24214 0.02234 -0.32737
S: -7.50936 0.22054 -1.34509
C: -8.07134 1.82478 -1.40456
C: -7.06621 2.72438 -1.22039
C: -5.81362 2.09115 -1.01946
C: -5.89121 0.72491 -1.05314
C: -4.80808 -0.24913 -0.88906
C: -3.49656 0.18188 -0.61917
N: -2.46107 -0.63135 -0.46017
C: -2.65798 -1.97549 -0.56788
C: -3.92124 -2.50215 -0.83562
C: -4.08898 -3.92786 -0.94802
C: -3.04284 -4.76011 -0.80068
C: -1.72579 -4.24840 -0.52862
C: -0.61484 -5.08937 -0.37667
C: 0.64010 -4.57668 -0.12657
C: 0.72881 -3.17652 -0.04249
N: -0.29634 -2.34981 -0.17390
C: -1.53092 -2.86972 -0.41314
C: 1.82439 -5.42834 0.03476
C: 1.90194 -6.78648 -0.08723
C: 3.20768 -7.29585 0.13214
C: 4.10294 -6.31305 0.41631
S: 3.37338 -4.77210 0.41449
C: -4.99122 -1.61088 -0.99185
H: -9.11774 2.02335 -1.57944
H: -7.21264 3.79463 -1.23036
H: -4.89528 2.64406 -0.86231
H: -3.28384 1.24092 -0.53299
H: -5.07742 -4.31680 -1.15927
H: -3.17349 -5.83189 -0.89094
H: -0.75894 -6.15984 -0.46284
H: 1.69625 -2.71331 0.13159
H: 1.05885 -7.41864 -0.33345
H: 3.46851 -8.34271 0.07647
H: 5.15808 -6.40812 0.62028
H: -5.97573 -2.01322 -1.20625
Cl: 2.56830 0.55022 0.45242
C: 1.78792 2.16113 0.44067
C: 0.44426 2.18689 0.12707
C: -0.11574 3.45471 0.12070
Cl: -1.82849 3.59841 -0.24877
C: 0.59856 4.61862 0.39695
Cl: -0.15503 6.15629 0.36447
C: 1.95980 4.51917 0.71009
Cl: 2.86816 5.92246 1.06370
C: 2.57318 3.26911 0.73809
Cl: 4.23698 3.11143 1.13219
N: -0.28124 -0.19081 5.58112
C: -1.11506 0.67221 4.65563
C: -1.24203 0.07720 3.25886
N: -0.03483 0.07257 2.43752
H: -0.19704 0.23123 6.50948
H: 0.66785 -0.31575 5.22119
H: -0.69624 -1.11756 5.70259
H: -0.62846 1.64559 4.62953
H: -2.08977 0.77857 5.12721
H: -1.99863 0.68343 2.76085
H: -1.64635 -0.93670 3.30829
H: 0.69043 -0.56817 2.73539
H: 0.36406 1.00266 2.33356

DFT (ωB97M-V with the def2-TZVPD basis set) results for C28H30NOSTm as an isolated structure in a non-equilibrium geometry.

The value obtained for the LUMO energy (spin up / spin down) is 0.429 / 0.430 eV. The value obtained for the energy above the lowest of the compared OMol25 structures with the same formula, charge and spin is 0.0 kcal/mol. For the total energy, the calculation gives -2698.3688 hartree. The multiplicity is 3. The HOMO-LUMO gap (spin up / spin down) is 0.2821 / 0.2827 hartree. The HOMO energy (spin up / spin down) comes out at -7.2 / -7.3 eV.

Atoms and positions in Å:
C: -2.47814 -1.53708 -0.53002
C: -1.31106 -1.80388 -1.30841
C: -0.23291 -2.06760 -0.42093
H: -1.26048 -1.87988 -2.39409
C: -0.73120 -1.96796 0.92107
C: -2.11478 -1.64997 0.84931
H: -0.18183 -2.20793 1.82994
C: -1.80513 2.26121 -1.49256
C: -1.59842 1.15206 -2.36254
C: -0.19888 0.88823 -2.42695
H: -2.37004 0.63274 -2.92995
C: 0.46500 1.84660 -1.60045
C: -0.53697 2.69669 -1.01508
H: 0.75856 -2.42033 -0.70159
H: -2.78265 -1.57661 1.70664
H: -3.48437 -1.36419 -0.91336
H: -0.34084 3.54927 -0.36145
H: 0.30103 0.14166 -3.04541
H: -2.75582 2.74969 -1.28172
Tm: -0.87747 0.34927 -0.03385
C: 1.86497 1.70073 -1.04956
C: 2.46571 3.06814 -0.70059
C: 2.77815 0.95413 -2.01952
H: 2.33777 3.75026 -1.55242
H: 3.54197 2.96665 -0.51261
H: 2.00220 3.51702 0.18451
H: 2.79095 1.48267 -2.98435
H: 2.45433 -0.08093 -2.19483
H: 3.80406 0.92813 -1.62900
C: 1.58163 0.82128 0.21830
C: 2.52464 0.88031 1.40821
H: 1.45091 -0.24561 -0.08384
H: 0.68393 1.28327 0.75332
O: 2.32918 1.81716 2.17422
N: 3.35167 -0.22253 1.58812
C: 2.66640 -1.42762 2.10985
H: 4.14925 0.02109 2.16745
C: 2.84946 -2.63434 1.22875
C: 2.26520 -3.84428 1.62602
H: 1.75845 -3.88961 2.59485
C: 2.32106 -4.95925 0.78852
H: 1.83005 -5.88579 1.09411
C: 3.00502 -4.88169 -0.43206
H: 3.04966 -5.75658 -1.08282
C: 3.63373 -3.68906 -0.80760
H: 4.18923 -3.62536 -1.74394
C: 3.55687 -2.56045 0.02459
H: 4.04808 -1.62038 -0.24061
H: 1.58714 -1.22792 2.21938
H: 3.03878 -1.64215 3.12371
S: -1.99123 1.49999 2.16526
C: -3.52038 1.90935 1.51494
C: -4.45599 0.92485 1.11296
C: -5.62083 1.29194 0.44603
C: -5.93198 2.64448 0.26471
C: -5.06567 3.63166 0.75646
C: -3.88116 3.27479 1.38746
H: -4.23979 -0.12159 1.32432
H: -6.29606 0.51708 0.07558
H: -6.85464 2.92868 -0.24288
H: -5.32045 4.68704 0.65200
H: -3.19587 4.02243 1.78440

DFT (ωB97M-V with the def2-TZVPD basis set) results for Cl4N3P3 as an isolated structure in a non-equilibrium geometry.

The value obtained for the LUMO energy is -0.753 eV. The value obtained for the energy above the lowest of the compared OMol25 structures with the same formula, charge and spin is 78.2 kcal/mol. For the total energy, the calculation gives -3029.0713 hartree. The multiplicity is 1. The HOMO-LUMO gap is 0.3162 hartree. The HOMO energy comes out at -9.4 eV.

Atoms and positions in Å:
N: -0.26934 -0.46639 1.84243
N: -1.38167 -0.09038 -0.54861
N: 1.27710 0.54910 -0.55914
P: -1.65214 -0.19609 1.19527
P: 1.52325 -0.75870 0.49124
P: -0.12904 0.46949 -1.57805
Cl: -2.85550 0.00219 -1.46459
Cl: 1.19105 2.21307 0.03783
Cl: 2.74593 -0.07847 1.76106
Cl: 0.53303 -1.29565 -2.48624